# 1
221
Properties=species:S:1:pos:R:3 method="wB97M-V/def2-TZVPD" lumo_energy_ev=-0.06 orbital_gap_ev=8.942
C -31.359 10.173 9.697
C -31.230 11.714 9.626
C -31.728 12.448 10.832
O -33.141 12.469 11.104
C -33.750 13.344 10.039
N -29.801 12.012 9.315
H -30.627 9.747 10.384
H -31.444 9.594 8.777
H -32.269 10.039 10.282
H -31.670 12.090 8.702
H -31.381 13.473 10.702
H -31.327 11.922 11.698
H -33.588 13.028 9.008
H -33.307 14.340 10.021
H -34.792 13.602 10.228
H -29.082 11.840 10.004
H -29.746 11.330 8.572
C -15.592 7.061 8.071
C -16.872 7.886 7.867
C -17.857 7.747 9.038
O -18.228 6.377 9.329
C -18.721 5.558 8.249
N -16.415 9.259 7.761
H -15.133 7.447 8.981
H -14.973 6.851 7.199
H -15.986 6.059 8.245
H -17.370 7.629 6.932
H -18.748 8.367 8.932
H -17.482 8.157 9.976
H -19.664 5.941 7.858
H -18.914 4.533 8.566
H -18.165 5.474 7.315
H -15.996 9.458 8.658
H -17.217 9.869 7.692
C -18.590 5.271 2.207
C -20.015 5.523 1.635
C -20.212 6.979 1.123
O -20.547 7.800 2.229
C -21.263 9.042 1.994
N -20.279 4.551 0.597
H -18.422 4.275 2.618
H -18.264 5.807 3.098
H -17.885 5.530 1.417
H -20.878 5.313 2.266
H -21.067 7.157 0.471
H -19.379 7.329 0.513
H -20.493 9.813 2.036
H -22.073 9.198 2.706
H -21.718 9.163 1.011
H -20.516 3.764 1.184
H -21.135 4.825 0.137
C -17.596 -0.483 2.205
C -16.324 -0.430 3.138
C -16.192 -1.383 4.313
O -17.374 -1.143 5.024
C -17.613 0.089 5.749
N -15.068 -0.541 2.343
H -17.594 0.445 1.635
H -18.554 -0.404 2.718
H -17.513 -1.303 1.492
H -16.168 0.569 3.546
H -15.255 -1.229 4.850
H -16.154 -2.427 4.001
H -18.570 0.080 6.270
H -17.409 0.986 5.164
H -16.814 0.144 6.488
H -15.145 0.124 1.587
H -15.069 -1.415 1.837
C -26.454 12.686 4.979
C -27.285 11.874 4.047
C -27.277 10.282 4.152
O -27.556 9.834 5.461
C -26.521 9.147 6.101
N -28.665 12.300 4.150
H -25.504 12.228 5.253
H -26.922 12.756 5.961
H -26.344 13.737 4.711
H -26.841 12.051 3.068
H -26.434 9.869 3.598
H -28.159 9.918 3.624
H -27.038 9.011 7.051
H -25.580 9.672 6.260
H -26.318 8.180 5.641
H -28.703 13.229 3.756
H -28.872 12.386 5.135
C -33.904 5.571 2.564
C -32.911 6.105 3.655
C -31.696 5.226 3.733
O -31.969 3.943 4.337
C -32.133 3.814 5.762
N -32.571 7.456 3.186
H -34.861 6.091 2.534
H -34.053 4.495 2.654
H -33.395 5.776 1.622
H -33.325 6.159 4.662
H -30.973 5.774 4.337
H -31.298 5.068 2.730
H -32.140 2.752 6.010
H -33.037 4.141 6.275
H -31.354 4.363 6.291
H -31.732 7.341 2.637
H -32.042 7.959 3.884
C -28.809 -3.339 3.803
C -29.070 -1.849 3.757
C -30.265 -1.327 2.867
O -30.511 -2.184 1.764
C -31.940 -2.364 1.400
N -29.001 -1.253 5.084
H -28.887 -3.766 2.803
H -29.312 -4.050 4.458
H -27.776 -3.557 4.073
H -28.157 -1.584 3.224
H -30.099 -0.322 2.479
H -31.102 -1.213 3.556
H -32.302 -3.285 1.856
H -32.032 -2.473 0.320
H -32.606 -1.535 1.639
H -28.001 -1.301 5.221
H -29.097 -0.257 4.943
C -22.921 -3.547 2.566
C -21.864 -4.261 3.401
C -22.201 -5.670 3.920
O -23.277 -5.756 4.859
C -22.738 -5.401 6.078
N -20.638 -4.303 2.614
H -23.909 -3.537 3.026
H -23.137 -4.017 1.607
H -22.615 -2.534 2.305
H -21.624 -3.757 4.337
H -21.294 -6.212 4.190
H -22.377 -6.305 3.051
H -22.356 -4.395 6.248
H -21.959 -6.134 6.289
H -23.462 -5.461 6.891
H -20.023 -5.035 2.938
H -20.226 -3.384 2.689
C -24.094 2.782 6.170
C -24.371 2.163 7.530
C -25.734 2.604 8.061
O -25.636 3.839 8.720
C -26.851 4.384 9.260
N -24.342 0.715 7.494
H -24.136 3.871 6.182
H -24.848 2.476 5.445
H -23.127 2.357 5.899
H -23.609 2.460 8.250
H -26.077 1.865 8.786
H -26.548 2.586 7.337
H -27.309 3.692 9.965
H -27.605 4.670 8.526
H -26.640 5.107 10.048
H -23.477 0.467 7.035
H -24.328 0.105 8.299
C -25.510 12.927 13.100
C -24.871 11.763 12.299
C -23.633 11.132 12.952
O -23.231 9.939 12.188
C -22.245 9.148 12.860
N -26.057 10.929 12.087
H -24.813 13.758 13.208
H -25.930 12.556 14.035
H -26.357 13.410 12.613
H -24.544 12.235 11.372
H -23.953 10.881 13.964
H -22.809 11.844 12.999
H -22.261 8.119 12.501
H -22.424 9.056 13.931
H -21.232 9.545 12.785
H -26.724 10.933 12.846
H -25.785 9.976 11.896
C -27.916 -0.208 14.070
C -27.486 -0.574 15.420
C -28.631 -1.160 16.256
O -28.089 -1.517 17.465
C -29.013 -1.988 18.395
N -26.365 -1.511 15.383
H -28.625 0.615 14.165
H -28.480 -0.986 13.555
H -27.138 0.199 13.424
H -27.251 0.325 15.990
H -28.997 -2.072 15.783
H -29.365 -0.354 16.264
H -29.750 -2.680 17.987
H -29.671 -1.205 18.772
H -28.485 -2.393 19.258
H -25.567 -1.017 15.756
H -26.658 -2.076 16.167
C -21.615 -3.767 12.008
C -21.406 -2.220 11.881
C -20.355 -1.810 10.859
O -19.180 -2.335 11.526
C -17.898 -1.919 11.063
N -22.617 -1.616 11.522
H -22.654 -3.998 12.241
H -20.836 -4.227 12.616
H -21.469 -4.301 11.069
H -21.111 -1.840 12.859
H -20.297 -0.746 10.629
H -20.433 -2.121 9.818
H -17.685 -2.265 10.051
H -17.183 -2.303 11.791
H -17.749 -0.841 11.114
H -23.356 -1.862 12.164
H -22.584 -0.610 11.613
C -28.738 7.546 16.411
C -29.270 7.627 14.919
C -30.162 6.399 14.513
O -30.356 6.420 13.142
C -31.196 5.323 12.798
N -29.878 8.849 14.629
H -28.154 6.628 16.474
H -29.553 7.480 17.133
H -28.089 8.409 16.560
H -28.436 7.541 14.224
H -31.016 6.317 15.186
H -29.634 5.459 14.673
H -30.917 4.316 13.109
H -31.227 5.338 11.708
H -32.214 5.587 13.085
H -30.215 8.740 13.683
H -30.594 9.010 15.324


# 2
16
Properties=species:S:1:pos:R:3 method="wB97M-V/def2-TZVPD" lumo_energy_ev=-2.16 orbital_gap_ev=6.545
C 0.665 -0.982 -1.092
C -0.605 -0.033 -0.880
C -0.206 1.377 -0.359
C -0.559 0.987 0.905
C -1.579 -0.132 0.399
H 3.310 -2.048 1.861
H 0.961 -1.630 -2.730
H -1.070 0.000 -1.863
H -0.801 2.178 -0.810
H 0.712 1.836 -0.580
H 0.185 0.256 1.458
H -2.814 0.196 0.354
H -1.423 -0.913 1.352
N 1.576 -0.982 0.219
S 2.776 -2.251 -0.414
Cl -1.127 2.140 2.180


# 3
15
Properties=species:S:1:pos:R:3 method="wB97M-V/def2-TZVPD" lumo_energy_ev=0.63 orbital_gap_ev=8.823
C -2.213 0.102 -0.469
C -0.745 -0.320 -0.537
N -0.299 0.797 0.362
C 0.618 0.204 1.004
C 1.973 -0.123 0.476
O 2.204 0.089 -0.884
H -2.753 -0.352 -1.285
H -2.576 -0.247 0.507
H -2.342 1.190 -0.454
H -0.756 -1.317 -0.043
H -0.198 -0.473 -1.477
H 0.466 0.014 2.069
H 2.321 -1.118 0.749
H 2.529 0.609 1.100
H 1.756 0.912 -1.138


# 4
8
Properties=species:S:1:pos:R:3 method="wB97M-V/def2-TZVPD" lumo_energy_ev=-1.05 orbital_gap_ev=6.965
C -0.669 -0.533 -0.497
C -0.635 0.325 0.708
P -2.890 -1.403 -0.052
P -1.757 1.472 -0.410
P -3.515 0.468 0.252
H 0.229 -0.657 -1.131
H -1.325 0.023 1.498
H 0.357 0.804 1.083


# 5
5
Properties=species:S:1:pos:R:3 method="wB97M-V/def2-TZVPD" lumo_energy_ev=1.01 orbital_gap_ev=12.290 smiles=FC1OO1
F -0.956 1.519 -0.054
C -0.748 0.149 -0.007
O -1.577 -0.500 0.708
O -1.643 -0.592 -0.688
H 0.410 0.158 -0.033


# 6
21
Properties=species:S:1:pos:R:3 method="wB97M-V/def2-TZVPD" lumo_energy_ev=0.81 orbital_gap_ev=8.614 smiles=CN[C@@]12COC[C@@]1(N)C2
C -2.725 0.086 0.186
N -1.508 -0.161 -0.554
C -0.291 0.177 0.257
C 0.161 -1.108 0.982
O 0.905 -1.903 -0.049
C 1.443 -0.947 -0.962
C 1.224 0.349 -0.280
N 2.304 0.792 0.656
C 0.224 1.464 -0.458
H -2.888 -0.475 1.139
H -3.614 -0.107 -0.459
H -2.781 1.140 0.472
H -1.455 -1.111 -0.857
H 0.882 -0.909 1.809
H -0.694 -1.678 1.370
H 0.850 -1.038 -1.921
H 2.480 -1.225 -1.179
H 2.045 1.651 1.173
H 3.102 1.064 0.084
H 0.455 2.401 0.112
H -0.117 1.539 -1.521


# 7
11
Properties=species:S:1:pos:R:3 method="wB97M-V/def2-TZVPD" lumo_energy_ev="-0.62 / -0.63" orbital_gap_ev="7.059 / 7.045"
C -0.404 -0.020 0.162
N 0.096 -2.190 -0.056
N 1.187 -1.579 -0.132
N -0.882 -1.309 0.239
N 1.052 -0.277 0.016
P -0.916 1.414 -0.871
I 2.548 0.876 0.446
H -0.847 0.926 1.856
H -1.858 -1.598 0.285
H 0.103 1.391 -1.830
H -0.079 2.366 -0.115


# 8
22
Properties=species:S:1:pos:R:3 method="wB97M-V/def2-TZVPD" lumo_energy_ev=0.03 orbital_gap_ev=6.181
C -1.733 1.343 0.901
O -2.304 2.357 1.489
C -1.728 0.083 1.790
N -1.183 -1.128 1.039
H -2.218 1.018 -0.083
H -0.640 1.500 0.604
H -1.082 0.270 2.640
H -2.754 -0.118 2.093
H -0.545 -1.642 1.651
H -1.946 -1.769 0.854
C 2.096 -1.023 -1.696
O 3.434 -0.854 -1.319
C 1.280 -0.011 -0.911
N -0.173 -0.211 -1.152
H 1.741 -2.032 -1.462
H 1.956 -0.860 -2.769
H 3.979 -1.470 -1.823
H 1.454 -0.158 0.145
H 1.551 1.009 -1.162
H -0.344 -0.795 -1.959
H -0.648 0.681 -1.297
H -0.657 -0.630 -0.145


These records have relative energy (zero: lowest compared OMol25 entry of this formula, charge and spin) values of 986.1; 1212.1; 425.3; 303.8; 477.6; 539.0; 425.1; 365.9 kJ/mol, in the order they appear.